[1]
Computed, not measured: a cluster of 2 separate species, C3H6FNO2 in total at a distorted geometry, with ωB97M-V with the def2-TZVPD basis set.

* SMILES: C/C(O)=N\F.C=O
* M: 107.08 g/mol
* HOMO: -0.370 Eh
* energy relative to the best compared isomer or geometry (same formula, charge and spin): 3.9409 eV
* frontier orbital gap: 10.999 eV
* lowest unoccupied orbital energy: 0.0339 hartree

Last column: Löwdin charge in e.
Element x y z (Å)
H1 -1.046 0.638 1.805  0.092
H2 1.392 -1.726 1.957  0.111
H3 0.390 -2.043 0.585  0.087
H4 -1.647 2.147 -2.166  0.091
C1 0.391 -0.093 0.996  -0.485
H5 -1.165 0.441 -2.991  0.097
H6 2.157 -1.353 0.398  0.099
F1 1.507 0.980 -0.674  -0.090
O1 -0.634 -0.208 1.912  0.076
O2 -1.489 0.573 -0.979  -0.044
N1 0.485 0.958 0.342  0.095
C2 1.158 -1.353 0.902  0.001
C3 -1.500 1.039 -2.086  -0.129

---

[2]
Computed, not measured: a structure of composition C3H7AgCl3NO at a distorted geometry, with ωB97M-V with the def2-TZVPD basis set.

* charge: -2
* M: 287.32 g/mol
* HOMO: -0.049 Eh
* energy relative to the best compared isomer or geometry (same formula, charge and spin): 0.0000 eV
* frontier orbital gap: 6.397 eV
* lowest unoccupied orbital energy: 0.1856 hartree

Last column: Löwdin charge in e.
Element x y z (Å)
H1 1.371 -0.812 -1.853  0.061
H2 1.449 -1.484 -0.223  -0.009
H3 -0.345 3.294 -0.789  0.065
Cl1 -1.911 -3.087 0.445  -0.634
C1 0.196 0.207 -0.289  -0.559
Cl2 -0.438 -1.299 4.846  -0.716
N1 -0.067 1.230 -1.152  -0.006
O1 0.060 0.276 0.911  -0.007
C2 -0.902 2.354 -0.762  -0.095
Cl3 2.819 -1.716 2.099  -0.628
H4 -1.300 2.305 0.247  0.082
H5 0.087 1.052 -2.125  0.112
Ag1 -0.008 -2.007 2.233  0.305
C3 0.780 -1.032 -0.960  -0.059
H6 -0.037 -1.719 -1.188  0.021
H7 -1.754 2.438 -1.439  0.068

---

[3]
Computed, not measured: a structure of composition C37H38CaCl5N3O7P2 at a distorted geometry, with ωB97M-V with the def2-TZVPD basis set.

* charge: -2
* M: 916.02 g/mol
* HOMO: -0.080 Eh
* energy relative to the best compared isomer or geometry (same formula, charge and spin): 1.3574 eV
* frontier orbital gap: 6.079 eV
* lowest unoccupied orbital energy: 0.1437 hartree

Last column: Löwdin charge in e.
Element x y z (Å)
H1 -5.237 -0.027 2.635  0.058
C1 -1.674 1.862 -3.341  -0.128
C2 2.229 3.854 -1.959  -0.157
O1 2.459 -0.195 0.096  -0.244
C3 -0.260 2.439 -3.271  -0.546
H2 0.835 -3.915 -3.467  0.096
H3 0.442 1.409 -5.037  0.067
H4 3.160 4.329 -1.639  0.073
H5 -6.163 -0.665 -1.287  0.077
C4 0.804 -0.138 -2.573  -0.280
H6 2.233 0.049 -4.175  0.080
H7 -3.460 4.004 0.530  0.072
H8 -1.757 4.065 2.520  0.074
C5 4.204 -3.321 0.305  0.057
Cl1 1.074 -1.492 4.064  0.687
C6 -2.928 -1.263 -2.132  -0.048
C7 1.924 2.917 3.971  -0.714
N1 -0.910 -0.514 -0.941  -0.171
O2 5.200 -6.669 1.028  0.019
C8 -3.040 -1.547 3.000  -0.127
N2 5.299 -5.490 0.688  -0.374
H9 -2.300 2.448 -4.022  0.072
C9 2.941 -5.178 1.180  0.064
H10 5.136 -2.929 -0.076  0.123
H11 -4.740 0.287 4.293  0.072
C10 -0.002 -2.406 -2.206  -0.042
H12 2.207 -2.323 -4.766  0.090
H13 -3.422 -1.910 3.959  0.074
H14 -0.334 3.475 -2.922  0.089
Cl2 2.191 4.630 3.952  0.620
C11 3.334 -1.072 -0.198  -0.581
P1 0.662 1.560 -1.882  1.102
C12 1.588 -1.963 -3.953  -0.100
H15 -2.432 0.359 3.756  0.094
H16 -2.021 -1.920 2.873  0.056
C13 -3.582 2.925 0.669  -0.118
Ca1 0.567 -0.209 0.723  1.117
C14 1.487 2.233 2.840  -0.721
C15 -3.083 -0.015 2.956  -0.541
C16 2.130 2.200 5.147  -0.722
H17 2.878 -6.206 1.500  0.121
H18 -1.490 2.598 0.601  0.059
C17 1.428 0.209 3.994  -0.708
H19 -1.164 2.519 3.134  0.049
H20 -4.784 -1.671 -3.093  0.089
H21 1.433 4.191 -1.289  0.038
C18 0.811 -2.858 -3.228  -0.089
O3 0.610 -6.245 1.794  0.007
C19 -4.301 -1.248 -2.218  -0.123
H22 3.167 1.981 -3.944  0.051
C20 1.842 -2.967 0.853  -0.292
C21 -5.082 -0.681 -1.211  -0.138
O4 4.344 -0.879 -0.879  0.012
H23 -3.779 2.477 -0.305  0.058
C22 1.596 -0.617 -3.614  -0.096
C23 -4.497 0.491 3.245  -0.122
O5 0.826 -2.241 0.942  -0.212
H24 -5.043 0.325 0.665  0.077
C24 -3.059 -0.139 0.016  -0.313
H25 -4.598 1.564 3.081  0.044
H26 -0.250 3.006 -5.352  0.069
Cl3 2.659 3.009 6.579  0.622
H27 2.731 2.052 -0.929  0.057
C25 -4.444 -0.134 -0.108  -0.133
Cl4 2.168 -0.070 6.610  0.621
C26 1.821 -4.376 1.242  -0.060
H28 -2.153 1.843 -2.360  0.060
C27 0.374 2.430 -4.658  -0.121
H29 1.371 2.871 -4.658  0.047
H30 -2.346 -1.698 -2.935  0.095
H31 1.996 4.212 -2.966  0.060
H32 -3.654 -1.967 2.202  0.073
C28 -2.006 3.008 2.642  -0.137
H33 4.362 2.438 -2.728  0.075
O6 6.362 -5.004 0.318  0.035
H34 -4.458 2.766 1.302  0.058
P2 -2.122 0.497 1.433  1.075
Cl5 1.269 3.136 1.373  0.706
O7 -0.343 -4.342 2.058  0.066
H35 3.696 0.809 -2.702  0.054
C29 1.199 0.874 2.791  -0.258
C30 3.451 1.852 -2.896  -0.119
H36 -0.608 -3.094 -1.628  0.123
N3 0.616 -5.011 1.720  -0.350
C31 2.377 2.332 -1.924  -0.557
C32 -2.243 -0.682 -1.025  -0.325
C33 1.895 0.828 5.153  -0.713
H37 -1.646 0.834 -3.710  0.071
C34 3.122 -2.496 0.342  -0.021
H38 -2.870 2.934 3.309  0.064
C35 -2.308 2.358 1.290  -0.541
C36 -0.057 -1.040 -1.899  -0.367
C37 4.140 -4.662 0.728  -0.161